ORCA calculation (ωB97M-V/def2-TZVPD) on the molecule C4H3F3N2O at a distorted geometry.

As for the total energy: -17371.674 eV. As for the orbital gap (spin up / spin down): 6.40 / 9.95 eV. Its spin multiplicity is 3. As for the charge: 0. The value obtained for the HOMO energy (spin up / spin down) is -5.96 / -11.35 eV. The expectation value of S² is 2.023.

Structure (XYZ):
```
13
Properties=species:S:1:pos:R:3:forces:R:3:nbo_charge:R:1
C 1.2082 0.8211 0.9790 2.5791 -0.7347 -2.3153 0.249
C 1.6382 -1.2347 -0.5149 0.8964 1.1269 0.4302 0.651
C -0.6247 0.2156 -0.2833 -2.5657 0.4198 2.4881 -0.026
C -2.1169 0.0836 -0.1228 -1.0335 -0.4543 -1.9707 0.923
N 0.0204 0.8970 0.6452 -1.5681 0.0419 1.0438 -0.420
N 2.1091 -0.2800 0.1367 0.2039 1.9255 2.8981 -0.670
O 1.2771 -2.0541 -1.2620 -1.1507 -1.8765 -1.3804 -0.489
F -2.5560 -1.2124 -0.3659 0.6961 1.2512 0.6199 -0.334
F -2.6006 0.5174 1.0049 -0.1177 -0.1900 1.0202 -0.292
F -2.7637 0.8255 -1.1082 0.6914 -0.4505 0.4808 -0.347
H 1.7643 1.5511 1.5718 -0.1172 -0.5438 0.1906 0.197
H -0.3953 0.1705 -1.2612 1.5032 -0.4890 -3.2449 0.193
H 3.0399 -0.3006 0.5808 -0.0171 -0.0267 -0.2603 0.364
```
Positions in Å, forces in eV/Å.